Record 1
Entry from the Open Molecules 2025 dataset: 6 unconnected molecules or ions with the total composition C37H36Br2F5NO (ωB97M-V with the def2-TZVPD basis set).

Last column: Löwdin charge in e.
Cartesian coordinates (Å):
1 C -2.186 -1.948 3.239  -0.136
2 C -2.702 -0.555 2.873  -0.731
3 Br -1.196 0.596 2.386  0.722
4 C -3.480 0.161 3.984  -0.276
5 C -4.941 -0.291 4.175  -0.696
6 Br -5.486 0.318 5.957  0.839
7 C -5.343 -1.755 3.997  -0.188
8 C -5.652 -1.886 2.508  -0.173
9 N -6.291 -0.586 2.220  0.089
10 C -5.848 0.379 3.132  -0.517
11 O -6.115 1.547 3.072  0.090
12 H -2.041 -2.032 4.321  0.086
13 H -1.234 -2.155 2.751  0.053
14 H -2.893 -2.719 2.916  0.071
15 H -3.298 -0.604 1.960  0.071
16 H -2.948 0.037 4.932  0.099
17 H -3.506 1.231 3.759  0.098
18 H -6.320 -1.833 4.492  0.104
19 H -4.724 -2.525 4.456  0.120
20 H -6.335 -2.719 2.316  0.120
21 H -4.783 -2.026 1.857  0.099
22 H -6.178 -0.247 1.272  0.145
23 F -1.329 -1.828 0.105  0.020
24 C -0.650 -1.580 -1.039  -0.286
25 C -0.808 -0.350 -1.644  -0.020
26 C -0.111 -0.100 -2.818  -0.075
27 C 0.721 -1.070 -3.361  -0.090
28 C 0.863 -2.294 -2.723  -0.075
29 C 0.173 -2.562 -1.550  -0.009
30 H -1.459 0.389 -1.197  0.110
31 H -0.218 0.859 -3.307  0.105
32 H 1.263 -0.875 -4.276  0.092
33 H 1.512 -3.047 -3.149  0.092
34 H 0.267 -3.509 -1.036  0.118
35 F 3.849 -0.849 -4.596  0.034
36 C 4.391 -0.200 -3.538  -0.288
37 C 5.004 -0.941 -2.549  -0.013
38 C 5.554 -0.269 -1.466  -0.075
39 C 5.486 1.115 -1.390  -0.099
40 C 4.859 1.832 -2.398  -0.092
41 C 4.302 1.176 -3.487  -0.027
42 H 5.043 -2.019 -2.629  0.117
43 H 6.041 -0.832 -0.682  0.107
44 H 5.921 1.634 -0.548  0.105
45 H 4.802 2.911 -2.341  0.109
46 H 3.807 1.713 -4.285  0.118
47 F 8.414 1.771 -2.342  0.055
48 C 8.745 2.620 -3.335  -0.283
49 C 9.921 3.337 -3.233  -0.017
50 C 10.254 4.208 -4.260  -0.085
51 C 9.419 4.350 -5.360  -0.098
52 C 8.244 3.615 -5.434  -0.082
53 C 7.897 2.738 -4.417  -0.013
54 H 10.554 3.210 -2.365  0.117
55 H 11.173 4.777 -4.199  0.104
56 H 9.685 5.032 -6.157  0.100
57 H 7.592 3.722 -6.291  0.104
58 H 6.990 2.148 -4.454  0.105
59 F 0.469 -5.469 -5.112  0.053
60 C 0.705 -4.522 -6.044  -0.289
61 C 1.879 -3.801 -5.973  -0.030
62 C 2.115 -2.819 -6.925  -0.084
63 C 1.185 -2.579 -7.927  -0.094
64 C 0.013 -3.322 -7.975  -0.083
65 C -0.237 -4.305 -7.029  -0.016
66 H 2.588 -4.002 -5.181  0.114
67 H 3.028 -2.241 -6.878  0.100
68 H 1.372 -1.813 -8.667  0.101
69 H -0.715 -3.135 -8.753  0.104
70 H -1.143 -4.896 -7.046  0.117
71 F -8.564 2.716 12.180  0.052
72 C -7.859 2.678 11.030  -0.289
73 C -7.957 3.741 10.155  -0.018
74 C -7.229 3.695 8.975  -0.079
75 C -6.424 2.601 8.688  -0.114
76 C -6.346 1.546 9.587  -0.089
77 C -7.067 1.577 10.772  -0.017
78 H -8.593 4.581 10.400  0.117
79 H -7.292 4.518 8.276  0.106
80 H -5.858 2.574 7.768  0.055
81 H -5.720 0.691 9.366  0.096
82 H -7.021 0.769 11.489  0.116

Results
Orbital gap = 9.69 eV
F_max = 0.97 eV/A
Structure (SMILES) = C[C@H](Br)C[C@]1(Br)CCNC1=O.Fc1ccccc1.Fc1ccccc1.Fc1ccccc1.Fc1ccccc1.Fc1ccccc1
LUMO = 0.0201 Eh
DFT total energy = -7208.8719 Eh
HOMO energy = -9.14 eV



Record 2
Entry from the Open Molecules 2025 dataset: a single C4H7BrOS molecule (ωB97M-V with the def2-TZVPD basis set).

Last column: natural (NBO) charge in e.
Cartesian coordinates (Å):
1 S -1.702 -2.041 -0.381  0.042
2 C -1.029 -0.435 -0.171  0.165
3 Br -2.552 1.003 -0.315  -0.137
4 C 0.030 0.173 -1.082  -0.486
5 C 1.215 0.564 -0.121  -0.432
6 C 0.528 0.588 1.224  -0.095
7 O -0.512 -0.461 1.109  -0.538
8 H -1.052 -2.797 0.511  0.149
9 H -0.295 1.034 -1.632  0.242
10 H 0.491 -0.604 -1.669  0.234
11 H 1.980 -0.212 -0.167  0.200
12 H 1.751 1.354 -0.588  0.233
13 H 1.225 0.284 2.032  0.219
14 H -0.078 1.550 1.250  0.205

Results
Orbital gap = 9.95 eV
F_max = 2.38 eV/A
Structure (SMILES) = S[C@]1(Br)CCCO1
LUMO = 0.0198 Eh
DFT total energy = -3204.0113 Eh
HOMO energy = -9.41 eV
Energy above the lowest of the compared OMol25 structures with the same formula, charge and spin = 0.071 eV



Record 3
Entry from the Open Molecules 2025 dataset: a single C6H12 molecule (ωB97M-V with the def2-TZVPD basis set).

Last column: natural (NBO) charge in e.
Cartesian coordinates (Å):
1 C -1.834 0.511 0.814  -0.612
2 C -1.348 -0.913 0.538  -0.390
3 C 0.180 -1.029 0.433  -0.394
4 C 0.821 -0.337 -0.758  -0.227
5 C 2.138 0.372 -0.611  -0.417
6 C 0.907 1.160 -0.945  -0.428
7 H -1.376 1.218 0.118  0.208
8 H -1.571 0.827 1.831  0.199
9 H -2.919 0.598 0.705  0.208
10 H -1.698 -1.578 1.342  0.199
11 H -1.801 -1.285 -0.391  0.194
12 H 0.449 -2.092 0.366  0.210
13 H 0.635 -0.663 1.363  0.194
14 H 0.680 -0.877 -1.693  0.208
15 H 2.518 0.477 0.402  0.209
16 H 2.910 0.254 -1.363  0.213
17 H 0.800 1.529 -1.963  0.215
18 H 0.509 1.828 -0.187  0.211

Results
Orbital gap = 11.42 eV
F_max = 0.28 eV/A
Structure (SMILES) = CCCC1CC1
LUMO = 0.0477 Eh
DFT total energy = -235.7764 Eh
HOMO energy = -10.12 eV
Energy above the lowest of the compared OMol25 structures with the same formula, charge and spin = 1.137 eV



Record 4
Entry from the Open Molecules 2025 dataset: a molecular structure, C39H60MnN2O2Si3Te (ωB97M-V with the def2-TZVPD basis set).

Last column: Löwdin spin population.
Cartesian coordinates (Å):
1 Mn -19.698 8.422 -0.068  4.654
2 O -21.785 7.460 -0.436  0.044
3 C -22.833 8.059 0.375  0.005
4 C -22.207 8.914 1.435  0.017
5 C -23.012 9.453 2.415  -0.001
6 C -22.582 10.502 3.251  0.014
7 C -21.295 10.936 3.016  0.000
8 C -20.501 10.370 2.066  0.023
9 N -20.993 9.444 1.196  0.040
10 H -22.081 6.862 -1.132  0.002
11 H -23.384 7.201 0.921  0.001
12 H -23.609 8.648 -0.223  0.001
13 H -24.023 9.028 2.481  0.000
14 H -23.224 10.908 4.076  0.001
15 H -20.852 11.756 3.592  0.000
16 H -19.479 10.740 1.931  0.004
17 C -19.820 3.838 2.071  0.000
18 C -18.886 4.911 2.741  0.001
19 C -19.681 5.798 3.725  0.000
20 C -17.856 4.147 3.617  0.000
21 Si -17.830 5.890 1.509  0.014
22 O -18.715 6.804 0.590  0.089
23 C -16.817 4.770 0.372  0.001
24 C -15.819 5.374 -0.472  0.000
25 C -15.538 4.890 -1.702  0.000
26 C -16.280 3.844 -2.225  0.000
27 C -17.038 3.061 -1.367  0.000
28 C -17.203 3.468 -0.050  0.001
29 C -16.532 6.835 2.458  0.001
30 C -16.690 8.167 2.871  0.001
31 C -15.577 8.855 3.254  0.000
32 C -14.409 8.169 3.618  0.000
33 C -14.238 6.836 3.242  0.000
34 C -15.369 6.153 2.703  0.000
35 H -20.306 3.353 2.903  0.000
36 H -19.265 3.087 1.489  0.000
37 H -20.551 4.262 1.396  0.000
38 H -20.156 5.135 4.508  0.000
39 H -20.432 6.422 3.206  0.000
40 H -19.043 6.456 4.359  0.000
41 H -18.448 3.432 4.213  0.000
42 H -17.407 4.822 4.317  0.000
43 H -17.089 3.667 3.014  0.000
44 H -15.307 6.163 -0.085  0.000
45 H -14.899 5.402 -2.431  0.000
46 H -16.142 3.595 -3.287  0.000
47 H -17.456 2.145 -1.777  0.000
48 H -17.674 2.752 0.636  0.000
49 H -17.689 8.702 2.737  0.001
50 H -15.620 9.925 3.367  0.000
51 H -13.605 8.746 4.066  0.000
52 H -13.296 6.235 3.419  0.000
53 H -15.239 5.092 2.484  0.000
54 C -21.113 10.674 -4.400  0.000
55 N -21.167 10.590 -3.000  0.002
56 C -22.479 10.387 -2.358  0.002
57 C -20.110 11.233 -2.249  0.008
58 C -18.829 10.401 -2.464  0.018
59 C -18.006 10.730 -3.556  0.000
60 C -16.897 10.014 -3.883  0.010
61 C -16.599 8.861 -3.179  -0.001
62 C -17.421 8.531 -2.144  0.015
63 C -18.587 9.192 -1.752  0.023
64 H -20.599 11.567 -4.832  0.000
65 H -22.121 10.668 -4.869  0.000
66 H -20.586 9.791 -4.830  0.000
67 H -22.374 10.235 -1.284  0.001
68 H -23.035 9.608 -2.886  0.000
69 H -23.062 11.338 -2.428  0.000
70 H -20.513 11.162 -1.219  0.005
71 H -19.931 12.252 -2.612  0.000
72 H -18.311 11.516 -4.285  0.000
73 H -16.309 10.439 -4.705  0.001
74 H -15.814 8.169 -3.395  0.000
75 H -17.239 7.584 -1.645  0.002
76 C -18.749 2.859 -6.730  0.000
77 Si -18.635 4.616 -7.336  0.000
78 C -17.389 5.497 -6.180  0.000
79 C -18.338 5.076 -9.161  0.000
80 C -20.312 5.474 -7.250  0.000
81 Te -21.268 5.767 -5.417  0.000
82 C -23.295 4.937 -5.797  0.000
83 Si -24.520 6.134 -6.605  0.000
84 C -26.256 5.969 -6.014  0.000
85 C -23.917 7.877 -6.049  0.000
86 C -24.609 6.050 -8.457  0.000
87 H -17.795 2.339 -6.922  0.000
88 H -19.585 2.252 -7.242  0.000
89 H -19.012 2.869 -5.665  0.000
90 H -16.522 5.791 -6.797  0.000
91 H -16.943 4.775 -5.483  0.000
92 H -17.797 6.416 -5.643  0.000
93 H -17.525 4.640 -9.776  0.000
94 H -18.189 6.152 -9.190  0.000
95 H -19.252 4.941 -9.853  0.000
96 H -21.114 4.977 -7.827  0.000
97 H -20.131 6.486 -7.621  0.000
98 H -23.802 4.701 -4.809  0.000
99 H -23.206 4.009 -6.434  0.000
100 H -26.278 6.213 -4.957  0.000
101 H -26.668 4.914 -6.089  0.000
102 H -26.931 6.763 -6.463  0.000
103 H -23.624 7.917 -4.969  0.000
104 H -24.813 8.509 -6.244  0.000
105 H -23.016 8.279 -6.624  0.000
106 H -25.248 5.252 -8.850  0.000
107 H -23.633 6.039 -8.978  0.000
108 H -24.988 7.066 -8.763  0.000

Results
Orbital gap (spin up / spin down) = 6.62 / 6.52 eV
F_max = 3.37 eV/A
LUMO (spin up / spin down) = -0.0232 / -0.0280 Eh
DFT total energy = -4069.5333 Eh
HOMO energy (spin up / spin down) = -7.25 / -7.28 eV
2S+1 = 6
Energy above the lowest of the compared OMol25 structures with the same formula, charge and spin = 2.416 eV



Question: Number 2 is which compound?
Answer: C4H7BrOS



Question: Which of these has the lowest DFT total energy?
Answer: C37H36Br2F5NO



Question: Which formula does entry 1 have?
Answer: C37H36Br2F5NO



Question: Among the records above, which one has the highest F_max?
Answer: C39H60MnN2O2Si3Te